P | Entry from the Open Molecules 2025 dataset: a single C2H3IOS molecule (the ωB97M-V functional and the def2-TZVPD basis).

Calculated values
HOMO level (alpha / beta): -8.16 / -8.16 eV
Molar mass: 202.02 g mol⁻¹
SMILES: COC(=S)I
LUMO level (alpha / beta): -1.191 / -1.188 eV
Gap between HOMO and LUMO (alpha / beta): 6.97 / 6.97 eV

Cartesian coordinates (Å):
I -0.29286 -1.85646 -1.89510
S 2.56186 0.19808 -1.91149
O 0.34000 0.46167 0.01942
C 0.58495 -0.11690 -1.10832
C -0.59301 0.29958 1.03435
H -1.59047 0.66190 0.62316
H -0.36038 1.09336 1.77022
H -0.65009 -0.74122 1.46777

Which charges does Mulliken predict for the atoms? In e, they are: 0.1905 -0.2975 -0.2048 0.0608 -0.6413 0.3220 0.2550 0.3153

---

Q | Entry from the Open Molecules 2025 dataset: 2 unconnected molecules or ions with the total composition C2H3IOS (the ωB97M-V functional and the def2-TZVPD basis).

Calculated values
HOMO level: -8.84 eV
Molar mass: 202.02 g mol⁻¹
SMILES: OC=C=S.I
LUMO level: -1.328 eV
Gap between HOMO and LUMO: 7.51 eV

Cartesian coordinates (Å):
I -1.40077 2.82877 -2.19579
S -0.91316 2.57032 1.53241
O -0.24059 -1.05432 0.65850
C -0.51563 0.17746 0.10294
C -0.54868 1.19155 0.86512
H 0.56279 -1.50601 0.32794
H -1.83895 2.67438 -0.40407
H -0.20338 0.13947 -1.01698

Which charges does Mulliken predict for the atoms? In e, they are: -0.1115 -0.3399 -0.5046 0.2799 0.1017 0.3319 0.0329 0.2097

---

It comes down to Q, which is 15.7 kcal/mol more stable than the next structure.

---

P | Entry from the Open Molecules 2025 dataset: a molecular structure, C2H8N3O (the ωB97M-V functional and the def2-TZVPD basis).

Calculated values
HOMO level: -13.69 eV
Molar mass: 90.11 g mol⁻¹
Charge: +1
LUMO level: -3.220 eV
Gap between HOMO and LUMO: 10.47 eV

Cartesian coordinates (Å):
O -0.94224 0.76835 0.92071
N 1.99861 0.55744 0.40523
N 0.93012 0.66394 -0.52258
N -0.36782 -1.60143 0.17009
C -1.63520 0.77192 -0.32945
C -0.27654 0.30089 -0.14408
H -1.20306 -2.02566 -0.22858
H 0.45601 -2.02716 -0.25324
H -2.44513 0.06109 -0.40844
H 1.22475 0.49464 -1.47789
H -1.81208 1.75799 -0.74270
H 2.75373 1.17400 0.11260
H -0.34727 -1.75093 1.17599
H 1.66610 0.85491 1.32235

Which charges does Mulliken predict for the atoms? In e, they are: -0.3519 -0.5727 0.0500 -0.6037 -0.4605 0.6271 0.3206 0.3079 0.2236 0.3046 0.2719 0.2855 0.3221 0.2756

---

Q | Entry from the Open Molecules 2025 dataset: a gas-phase ion, C2H8N3O (charge +1) (the ωB97M-V functional and the def2-TZVPD basis).

Calculated values
HOMO level: -14.28 eV
Molar mass: 90.11 g mol⁻¹
SMILES: C[C@@]1(N[NH3+])NO1
Charge: +1
LUMO level: -4.099 eV
Gap between HOMO and LUMO: 10.19 eV

Cartesian coordinates (Å):
O 0.01454 0.25127 1.72755
N 0.38086 -1.19873 1.62054
N -0.55286 -0.43563 -0.35717
N -1.64875 0.58740 -0.26091
C 1.85751 -0.06094 0.07560
C 0.51430 -0.28247 0.56257
H 2.17280 0.99157 0.21205
H -1.48771 1.46438 -0.66212
H -1.62811 0.81588 0.75698
H 2.49640 -0.59383 0.67643
H 2.10533 -0.33065 -0.85485
H -2.47431 0.04581 -0.74973
H -0.47026 -1.89471 1.53092
H -0.35236 -0.73292 -1.31734

Which charges does Mulliken predict for the atoms? In e, they are: -0.5116 -0.4363 -0.3374 -0.2539 -1.4966 1.1321 0.2985 0.3123 0.3715 0.4382 0.4746 0.3956 0.3238 0.2893

---

It comes down to P, which is 51.7 kcal/mol more stable than the next structure.

---

P | Entry from the Open Molecules 2025 dataset: 2 unconnected molecules or ions with the total composition C2H8N3O (the ωB97M-V functional and the def2-TZVPD basis).

Calculated values
HOMO level: -14.17 eV
Molar mass: 90.11 g mol⁻¹
Charge: +1
LUMO level: -4.544 eV
Gap between HOMO and LUMO: 9.63 eV

Cartesian coordinates (Å):
O -0.80185 0.45418 -0.22666
N 1.38369 -0.98407 0.93350
N 0.49569 -1.84600 -0.99310
N -0.67085 2.71592 -0.02841
C -1.28186 1.53178 0.10907
C 0.74371 -1.96087 0.26447
H -0.23386 -2.42887 -1.38488
H 1.01233 -0.05142 0.81798
H 0.67971 -2.94681 0.72381
H 1.00324 -1.13108 -1.49314
H 2.34992 -0.98291 1.08700
H -2.32910 1.61978 0.41971
H 0.28244 2.71452 -0.34988
H -1.15695 3.52019 0.32151

Which charges does Mulliken predict for the atoms? In e, they are: -0.6037 -0.3847 -0.1740 -0.3078 0.1231 0.1634 0.2587 0.2267 0.3675 0.2593 0.2636 0.3411 0.2313 0.2356

---

Q | Entry from the Open Molecules 2025 dataset: 2 unconnected molecules or ions with the total composition C2H8N3O (the ωB97M-V functional and the def2-TZVPD basis).

Calculated values
HOMO level: -12.95 eV
Molar mass: 90.11 g mol⁻¹
Charge: +1
LUMO level: -3.680 eV
Gap between HOMO and LUMO: 9.27 eV

Cartesian coordinates (Å):
O 2.00647 0.71465 0.84942
N 1.89206 -0.33629 -1.09259
N -0.92680 0.89637 -0.83445
N -1.49107 -0.24306 1.19024
C -1.12234 -0.21063 -0.11673
C 1.37422 -0.28946 0.15421
H -0.74133 0.71693 -1.90072
H 2.70944 0.23123 -1.32264
H 2.01086 0.74334 1.81894
H -0.61733 1.68542 -0.42602
H -0.94175 -1.18618 -0.59936
H -1.52310 0.64535 1.75339
H -1.64369 -1.06323 1.71046
H 1.64560 -1.07535 -1.77149

Which charges does Mulliken predict for the atoms? In e, they are: -0.4449 -0.2400 -0.3507 -0.2958 0.0146 0.0163 0.3225 0.2073 0.3837 0.2380 0.3967 0.2491 0.2379 0.2654

---

It comes down to P, which is 36.4 kcal/mol more stable than the next structure.